# 1
15
Properties=species:S:1:pos:R:3 method="wB97M-V/def2-TZVPD" gap_ev=10.958 relative_energy_kcal_mol=50.7 e_homo_ev=-10.09 smiles=O[C@H]1C[C@]2(CO2)C1 e_tot_ev=-9407.633
O 1.7952 -1.7174 -0.3379
H -1.5679 2.3454 -0.8323
H 0.3982 0.6402 -2.0373
H 0.2384 0.0889 1.8301
H 1.8806 0.2553 -0.0525
H -0.4573 -1.3734 1.0828
C -0.8174 0.3790 -0.1477
C -1.5301 1.6431 0.0012
C 1.1100 -0.5056 -0.1931
O -2.2229 0.4135 -0.2078
C -0.0036 -0.3958 0.8809
H -0.3393 -0.9645 -1.7789
H -1.6559 2.0842 0.9905
C 0.0878 -0.0855 -1.2812
H 1.1398 -2.4161 -0.4602


# 2
10
Properties=species:S:1:pos:R:3 method="wB97M-V/def2-TZVPD" gap_ev=9.023 relative_energy_kcal_mol=71.7 e_homo_ev=-8.20 e_tot_ev=-5252.584
H 1.1922 -1.0906 -0.4319
H -1.8734 -1.0146 -1.0088
H 1.5151 -0.4895 1.2878
H 2.2609 0.1126 -0.1394
H -0.0669 1.4150 0.6766
C 1.2380 -0.3038 0.2169
H 0.0036 0.8311 -1.0611
C -1.7719 -0.3215 -0.0711
O -2.6451 0.1895 0.5568
C 0.1476 0.6716 -0.0258


# 3
50
Properties=species:S:1:pos:R:3 method="wB97M-V/def2-TZVPD" gap_ev=7.397 relative_energy_kcal_mol=30.7 total_charge=-1 e_homo_ev=-5.68 e_tot_ev=-32312.876
H -1.9665 -0.9590 0.0523
O -2.6075 1.1970 2.0403
H -3.2625 -3.5810 0.4423
H -2.8095 -2.3980 -0.2317
H 2.8845 2.5910 -0.0597
H -2.3855 -0.9000 -1.5747
H 1.7315 -2.4500 -1.6087
H -2.5195 -2.2210 2.9743
O 2.5975 -2.5960 -1.3397
H 1.3035 0.1960 -1.1467
H -2.8835 0.5040 -0.7267
H 1.9555 -0.8910 1.7273
O 3.9885 0.1640 -1.2247
H -0.1505 -0.0760 1.3273
H 1.8925 2.5640 -2.5807
C -0.7705 0.5300 -1.1087
H 3.5115 -0.5820 -1.5807
H -0.2855 -1.5410 1.5843
O -0.5885 1.0960 0.1653
H 2.6055 2.5070 -3.9187
C 0.4305 -0.2940 -1.3787
H -0.4055 -4.3360 0.8063
O -0.4605 -3.4040 0.9013
H 0.3495 2.9750 -0.5157
H -1.8785 1.3010 1.4523
O -2.7965 -3.2990 -0.3097
O 0.7365 2.1490 2.0353
H 3.5685 0.3180 -0.3737
H 2.6415 -1.4690 0.4673
O 2.8225 -1.0810 1.3273
H -2.7105 0.2460 1.9873
O 3.0055 1.9870 0.6783
H 0.1795 1.8950 1.2733
O -2.4595 3.0360 -0.5817
H -1.2225 -3.2000 0.3473
O -3.0825 -1.6230 2.5343
O 2.6555 2.2380 -3.0317
H 2.5945 -3.1820 -0.5907
H 0.5645 -0.6240 -2.4257
H 0.2615 1.7180 2.7763
H 0.3555 -1.2230 -0.7627
O 0.0655 -0.7470 2.0073
H 2.0775 1.8480 0.9333
C -2.0435 -0.2550 -0.7817
O 1.0125 3.4170 -1.0137
H -3.7095 -2.2470 2.1453
H -0.8565 1.3700 -1.8527
H -3.1455 2.7700 0.0203
H 1.0575 4.2620 -0.4957
H -1.8465 2.3000 -0.7907


# 4
12
Properties=species:S:1:pos:R:3 method="wB97M-V/def2-TZVPD" gap_ev=9.226 relative_energy_kcal_mol=2.0 e_homo_ev=-8.65 e_tot_ev=-29521.876
S -0.3895 -0.8026 -2.4764
H -1.1524 -1.4350 0.0231
H 0.9210 0.3613 2.4771
H 0.9310 -0.9608 -2.5738
C -0.0453 0.4270 -0.0928
N -0.5169 0.5142 -1.4119
H -0.2291 1.4333 -1.7663
S 1.1344 1.5966 1.9503
C -0.5624 -0.7486 0.7190
H -1.2410 -0.3700 1.5096
F 0.4784 -1.4209 1.3093
N 0.6717 1.4055 0.3329


# 5
24
Properties=species:S:1:pos:R:3 method="wB97M-V/def2-TZVPD" gap_ev=10.925 relative_energy_kcal_mol=4.0 e_homo_ev=-10.21 smiles="CCCC[C@@](C)(O)C(=O)O" e_tot_ev=-13629.010
H -0.9602 1.8806 2.4624
H 1.1759 -0.9388 2.6674
O 2.1018 -0.8383 0.6986
C 1.3357 0.0910 0.5817
H -0.8090 -0.1760 -3.3186
H 0.4886 -1.6291 -0.9689
H -0.8056 -1.5585 1.1885
H 2.3515 0.9022 -0.8064
O 1.5222 1.0632 -0.3297
H -0.9695 0.7761 -0.7590
C -0.3843 -1.2382 -1.4905
H -1.8897 -0.2011 1.5598
C 0.0521 -0.5315 -2.7573
H -1.0379 -2.0799 -1.7264
C -0.1482 1.7977 1.7479
O 0.5827 -0.1876 2.8272
H 0.6867 0.3212 -2.4800
C 0.1898 0.3218 1.5707
C -1.0011 -0.4950 1.0074
H -0.4401 2.2546 0.8111
H 0.6513 -1.1845 -3.3898
H -2.2299 -0.4116 -0.7447
H 0.7137 2.3274 2.1427
C -1.1766 -0.2655 -0.4942


# 6
57
Properties=species:S:1:pos:R:3 method="wB97M-V/def2-TZVPD" gap_ev=8.282 relative_energy_kcal_mol=53.2 e_homo_ev=-7.70 smiles=Oc1ccc(N2CCN([C@@H](c3ccncc3)c3nnnn3C3CCCC3)CC2)cc1 e_tot_ev=-35729.437
C -3.0520 1.2059 0.8200
H -0.1233 1.7653 0.4088
H 8.6829 -0.2262 0.3389
H -4.8131 0.5301 -0.2386
H 2.3172 1.9659 0.1102
C 6.3300 -0.6430 0.8560
H -3.7239 -3.4507 1.8482
C 4.6457 0.9468 -0.6493
C -1.8335 -1.7327 -0.3595
N -2.5124 1.2626 -0.5135
C -3.1852 2.6213 1.4100
C -4.6599 2.9732 1.2370
H -6.3860 1.6259 1.1780
C -5.3555 1.6475 1.5261
N -3.7982 -3.6953 -0.1728
H -4.5254 -0.3637 1.2542
C -3.3100 -3.1126 0.9070
C -2.3367 -2.1252 0.8743
H -5.3488 1.4504 2.5994
H -4.9772 3.7728 1.9033
C 0.5351 0.9765 0.7752
C 6.0136 1.0498 -0.8059
C -2.3425 -2.3501 -1.4971
C -3.3218 -3.3184 -1.3469
H 1.6253 0.8490 -1.0957
H 4.5693 -1.4206 1.7552
H 0.9718 -1.1546 2.2423
C 4.0906 0.0529 0.2673
N 2.7142 -0.0344 0.5062
N -1.4052 0.9545 -2.3397
H 4.0111 1.5673 -1.2618
H 0.7642 1.1825 1.8252
C 0.7665 -1.3400 1.1839
O 8.2160 0.3807 -0.2472
H -4.8442 3.2744 0.2058
H 6.4359 1.7420 -1.5169
H 1.9112 -1.6117 -0.6403
C -0.8049 -0.6289 -0.5193
H -2.5272 3.3291 0.9082
C 1.8438 0.9923 -0.0238
C 6.8702 0.2530 -0.0578
H 0.2872 -2.3155 1.0844
H -3.7471 -3.8174 -2.2072
N -2.9426 2.1321 -1.4313
C 4.9628 -0.7355 1.0196
H -1.9858 -2.0705 -2.4770
H -1.9742 -1.6774 1.7857
H -0.0885 -0.9398 -1.2989
H -2.3617 0.5921 1.4013
C -1.5397 0.5272 -1.1042
H 2.7505 -2.0967 0.8406
C -4.4832 0.6238 0.7973
C 2.0921 -1.3407 0.4152
H -2.9247 2.5953 2.4685
H 6.9852 -1.2658 1.4517
N -2.2827 1.9365 -2.4931
N -0.1589 -0.3022 0.7470


# 7
39
Properties=species:S:1:pos:R:3 method="wB97M-V/def2-TZVPD" gap_ev=6.080 relative_energy_kcal_mol=0.0 total_charge=-1 e_homo_ev=-3.28 e_tot_ev=-60572.504
H 0.3368 2.1627 -0.7700
N -0.1300 -0.0283 2.7878
H -6.5698 -0.2379 5.8563
C -0.7422 3.3093 0.7167
C -4.1230 0.4261 5.3723
H 0.5231 -5.8748 0.9344
N -1.0646 2.1616 2.7965
H -0.8925 4.1884 0.1091
H 2.2944 -3.3818 -2.7403
C -4.1060 -1.7524 4.3498
C -1.2183 3.2247 2.0200
H 0.5087 -5.9943 -0.8331
H -2.2057 1.3997 5.5038
C -2.7372 -1.6596 4.1758
H -2.1819 -2.4649 3.7092
C -2.0643 -0.5218 4.5986
S 1.1923 -1.6287 -0.9893
O 0.2035 -1.7518 4.5089
H -1.7626 4.0550 2.4615
H 2.3074 -4.8991 -1.8484
Pt 0.4065 -1.0251 1.0285
S -0.3140 -0.4251 4.3564
C -2.7542 0.5217 5.1918
H 0.9323 -4.4944 -2.8820
C 1.6672 -4.0799 -2.1853
H -6.5602 -1.7319 5.1241
H -4.6681 1.2414 5.8352
C -0.3961 1.1433 2.2447
O 0.1833 0.6275 5.2051
C 0.0773 -5.4709 0.0213
H -4.6351 -2.6363 4.0124
N 0.1357 1.1282 0.9839
C -4.8124 -0.7122 4.9544
N -6.2048 -0.7891 5.0954
C 0.3022 -3.9909 -0.0717
H -0.9909 -5.7049 0.0525
C -0.0621 2.1959 0.2380
S -0.5001 -3.0440 1.1808
C 1.0083 -3.3784 -1.0251